ORCA calculation (ωB97M-V with the def2-TZVPD basis set) on C28H40ClF5MoN4O as an isolated structure.

## Properties
E_tot = -65651.1321 eV
charge = -2
<S²> = 2.113
spin multiplicity = 3
HOMO (spin up / spin down) = 1.0 / 1.8 eV
gap between HOMO and LUMO (spin up / spin down) = 3.5 / 2.7 eV

Each line ends with the Löwdin charge.
CARTESIAN COORDINATES (ANGSTROEM)
Mo1 0.728 -1.421 -2.015  0.341
Cl1 0.272 -0.045 -3.758  -0.359
C1 2.430 -4.155 0.360  -0.079
C2 1.587 -2.203 -0.309  -0.298
N1 1.342 -3.547 -0.242  -0.046
H1 4.379 -3.157 0.950  0.089
N2 2.865 -1.983 0.087  -0.040
H2 2.380 -5.218 0.529  0.086
C3 -0.112 -3.972 -0.398  -0.533
C4 -0.091 -5.389 -0.940  -0.066
C5 -0.850 -3.804 0.910  -0.051
H3 0.376 -6.065 -0.218  0.063
H4 -1.115 -5.728 -1.114  0.074
H5 0.453 -5.444 -1.889  0.076
H6 -1.745 -3.423 -1.705  0.077
H7 -0.302 -2.830 -2.413  -0.026
H8 -0.819 -2.763 1.261  0.078
C6 -0.807 -2.958 -1.343  -0.265
H9 -0.431 -4.440 1.687  0.075
H10 -1.904 -4.058 0.769  0.081
H11 -1.290 -2.066 -0.875  0.029
C7 3.386 -3.176 0.551  -0.073
C8 3.417 -0.079 1.568  -0.038
H12 4.057 -0.715 2.189  0.079
H13 3.818 0.941 1.618  0.082
C9 3.327 -0.538 0.126  -0.507
H14 2.545 1.340 -0.639  0.071
C10 4.699 -0.491 -0.547  -0.053
H15 4.661 -0.849 -1.582  0.078
H16 2.410 -0.057 1.995  0.062
H17 1.277 0.359 0.031  0.059
H18 5.439 -1.108 -0.008  0.071
H19 5.111 0.525 -0.571  0.074
C11 2.210 0.294 -0.565  -0.114
H20 2.011 0.047 -1.661  -0.005
C12 -3.543 3.315 -0.271  -0.062
N3 -2.873 2.099 -0.051  -0.028
H21 -2.623 5.404 -0.322  0.087
N4 -1.345 3.675 0.048  -0.019
H22 -4.628 3.321 -0.367  0.092
C13 -3.331 0.666 -0.216  -0.542
C14 -4.741 0.569 0.335  -0.063
C15 -3.288 0.149 -1.653  -0.050
H23 -5.428 1.129 -0.320  0.067
H24 -5.080 -0.473 0.369  0.083
H25 -4.782 0.987 1.350  0.088
H26 -2.653 -1.314 0.414  0.075
H27 -2.358 -0.066 1.610  0.083
H28 -2.300 0.303 -2.105  0.050
C16 -2.367 -0.250 0.534  -0.092
H29 -4.084 0.596 -2.268  0.074
H30 -3.468 -0.942 -1.678  0.085
H31 -1.334 -0.135 0.133  0.054
C17 -2.589 4.323 -0.232  -0.049
C18 0.810 3.571 -1.299  -0.046
H32 0.521 4.168 -2.178  0.078
H33 1.894 3.736 -1.200  0.077
C19 0.113 4.034 -0.016  -0.561
H34 1.908 3.103 0.852  0.073
C20 0.138 5.512 0.165  -0.064
H35 -0.419 5.753 1.071  0.088
H36 0.688 2.495 -1.502  0.068
H37 0.406 2.194 1.122  0.045
H38 -0.333 5.963 -0.708  0.074
H39 1.166 5.837 0.250  0.081
C21 0.831 3.214 1.060  -0.067
H40 0.774 3.712 2.045  0.084
C22 -1.636 2.352 0.278  -0.046
F1 -0.135 -0.083 7.654  0.056
C23 -0.065 -0.090 6.314  -0.197
C24 -0.416 1.053 5.603  -0.174
F2 -0.789 2.179 6.252  0.069
C25 -0.383 1.044 4.227  -0.133
F3 -0.828 2.123 3.524  0.056
C26 0.122 -0.075 3.468  -0.332
O1 0.303 -0.019 2.212  -0.068
C27 0.416 -1.234 4.261  -0.149
F4 0.810 -2.348 3.601  0.066
C28 0.344 -1.231 5.633  -0.180
F5 0.687 -2.338 6.315  0.076